# 1
This record from the Open Molecules 2025 dataset describes the molecule C3H6N4O. The level of theory is ωB97M-V/def2-TZVPD.

Geometry as XYZ:
```
14
Properties=species:S:1:pos:R:3:forces:R:3:nbo_charge:R:1
H -0.14169 -1.71780 1.80130 2.46 -0.60 -4.08 0.35
N 0.35341 -1.94342 0.71016 -2.98 1.79 1.85 -0.71
C 0.18394 -0.84352 0.01173 0.70 2.11 6.60 0.36
C 0.08091 0.64970 0.56513 1.46 -1.23 5.90 0.04
N 0.55781 1.27359 1.96174 0.28 1.95 -1.30 -0.90
C -0.23783 1.42429 -0.39824 -0.87 1.78 -2.56 0.07
O -0.20110 0.82382 -1.63812 0.49 -1.45 1.89 -0.32
N 0.26042 -0.59472 -1.26082 0.13 2.22 -4.98 -0.02
N -0.29215 -1.36162 -2.26050 -2.53 -1.81 2.46 -0.61
H 0.87387 2.39095 1.96620 -1.29 -4.16 -0.86 0.39
H 0.09344 1.17419 2.89176 -0.15 -0.58 -1.75 0.38
H -0.55579 2.45930 -0.28869 0.36 -0.18 -0.64 0.22
H 0.40800 -2.16200 -2.33597 -2.02 0.71 0.12 0.40
H -1.38325 -1.57276 -1.72568 3.98 -0.55 -2.67 0.35
```
Forces are in eV/Å.

Values from the calculation:
E_tot	-411.928363	Ha
SMILES	[H]/N=c1\c(N)con1N
frontier orbital gap	9.21	eV
energy relative to the best compared isomer or geometry (same formula, charge and spin)	176.06	kcal/mol


# 2
This record from the Open Molecules 2025 dataset describes C25H39N5O3ReSSi as an isolated structure. The level of theory is ωB97M-V/def2-TZVPD.

Geometry as XYZ:
```
75
Properties=species:S:1:pos:R:3:forces:R:3:mulliken_spin:R:1
Re -0.58541 0.63441 0.80797 0.04 0.36 0.44 0.86
C 3.77001 0.02009 0.63058 0.01 0.00 0.01 0.00
C 2.36879 0.49507 0.46075 0.02 -0.03 0.03 -0.01
N 1.45585 0.36862 1.35906 0.17 0.12 -0.09 -0.01
C 1.70585 -0.43315 2.56140 0.00 0.04 0.01 0.01
C 0.68554 -0.02756 3.59513 0.05 0.05 -0.01 0.00
N -0.64780 0.12334 2.93974 0.03 -0.47 0.34 0.00
C -1.50269 -1.07569 3.15244 -0.07 0.03 0.08 0.01
C -2.81370 -0.73085 2.50557 -0.07 0.09 0.00 -0.01
N -2.48437 -0.40133 1.10085 -0.03 -0.11 -0.34 -0.03
C -3.63972 0.08354 0.28982 -0.06 -0.02 0.11 0.01
C -3.33913 1.49562 -0.14609 0.10 0.07 -0.01 0.00
N -1.91307 1.51164 -0.50832 -0.02 -0.06 -0.19 -0.05
C -1.51324 1.87631 -1.68936 -0.10 0.03 0.07 0.05
C -2.42904 2.34281 -2.76897 0.00 0.02 0.01 0.00
C -0.08020 1.75254 -1.86203 -0.02 -0.10 -0.11 0.01
C 0.63016 2.03670 -3.02365 0.03 0.15 0.05 0.02
C 1.99649 1.85511 -3.04354 0.02 -0.01 0.00 -0.02
C 2.63015 1.36853 -1.90589 0.01 0.01 -0.01 0.03
C 1.87750 1.07639 -0.78700 -0.04 0.10 0.06 0.02
N 0.53850 1.27670 -0.76212 0.01 -0.34 -0.49 0.00
H 3.77873 -1.00495 1.00200 0.00 -0.01 -0.02 0.00
H 4.29671 0.64639 1.35500 -0.01 -0.01 0.01 0.00
H 4.32319 0.04415 -0.30205 0.00 0.01 0.00 0.00
H 2.71468 -0.27832 2.94222 -0.01 0.02 0.01 0.00
H 1.60507 -1.48283 2.27130 -0.05 0.02 -0.01 0.00
H 0.96040 0.92617 4.02908 -0.01 0.06 -0.01 0.00
H 0.61981 -0.75358 4.40505 0.01 -0.04 -0.04 0.00
H -1.11370 0.90140 3.40124 0.02 0.00 0.04 0.00
H -1.61465 -1.29963 4.21441 0.02 0.07 0.01 0.00
H -1.02649 -1.92422 2.65802 -0.02 0.00 -0.02 0.00
H -3.26554 0.14420 2.98159 -0.01 -0.02 0.01 0.00
H -3.53154 -1.55035 2.54714 0.03 -0.03 -0.04 0.00
H -2.24935 -1.31568 0.66168 -0.04 -0.06 0.11 0.00
H -4.55844 0.04625 0.87452 0.01 -0.04 0.00 0.00
H -3.74431 -0.58588 -0.56349 0.03 0.03 -0.03 0.00
H -3.47877 2.18972 0.67968 -0.01 0.01 0.03 -0.01
H -3.97633 1.80391 -0.97008 0.00 0.01 0.00 0.01
H -3.04435 3.17806 -2.43405 0.00 0.00 0.00 0.00
H -3.08772 1.52197 -3.06134 -0.01 0.01 -0.02 0.00
H -1.88706 2.66223 -3.65198 0.01 0.00 0.01 0.00
H 0.11802 2.40435 -3.89949 -0.01 -0.01 0.00 0.00
H 2.56821 2.08139 -3.93245 0.00 0.00 0.00 0.00
H 3.69856 1.21175 -1.90297 0.00 0.00 0.01 0.00
C -2.02422 3.76142 2.16878 -0.07 0.02 0.07 0.03
Si -0.36765 3.04290 1.66391 0.15 -0.09 -0.13 0.00
C 0.76273 3.25765 3.14837 0.02 -0.02 0.06 -0.01
C 0.34495 4.15075 0.33122 -0.01 0.07 -0.05 0.00
H -1.83113 4.75181 2.59196 0.02 -0.02 0.03 0.00
H -2.54679 3.18834 2.93955 -0.04 -0.01 -0.03 0.00
H -2.70068 3.91631 1.32934 -0.02 0.02 -0.02 0.00
H 0.93721 4.33087 3.26318 -0.02 0.01 -0.01 0.00
H 1.74235 2.79311 3.02315 0.01 -0.01 0.02 0.00
H 0.32607 2.92329 4.09277 0.02 -0.01 0.00 0.00
H 0.42823 5.16186 0.73827 -0.01 0.00 -0.01 0.00
H -0.28527 4.22189 -0.55780 0.01 -0.01 -0.01 0.00
H 1.34719 3.85079 0.01700 0.01 0.00 0.00 0.00
C 2.75211 -6.16235 -3.62774 -0.01 -0.01 0.00 0.00
C 1.89181 -5.15032 -2.92876 0.02 0.02 -0.02 0.00
C 0.77917 -5.53743 -2.19151 -0.01 -0.01 0.01 0.00
C -0.02644 -4.60069 -1.55940 0.00 -0.01 0.01 0.00
C 0.29026 -3.25788 -1.67802 0.17 -0.10 0.09 0.01
C 1.39815 -2.84006 -2.41230 -0.04 0.00 -0.01 0.00
C 2.18919 -3.78630 -3.02859 0.01 -0.03 0.00 0.00
S -0.70422 -2.06018 -0.90581 -0.11 0.37 -0.13 0.01
O -1.02700 -1.01226 -1.86100 0.03 -0.13 0.04 0.01
O -1.86133 -2.70633 -0.30131 0.02 -0.03 -0.01 0.00
O 0.13383 -1.44101 0.20749 -0.19 -0.02 0.08 0.03
H 2.50599 -7.17619 -3.31960 0.00 0.00 0.00 0.00
H 3.80810 -5.98641 -3.42246 0.00 0.00 0.00 0.00
H 2.61382 -6.09607 -4.70828 0.00 0.00 0.00 0.00
H 0.53414 -6.58852 -2.11013 0.00 0.00 0.00 0.00
H -0.89345 -4.90637 -0.99065 0.00 0.01 0.00 0.00
H 1.61871 -1.78407 -2.51375 -0.01 0.00 0.00 0.00
H 3.04860 -3.47390 -3.60926 0.00 0.00 0.00 0.00
```
Forces are in eV/Å.

Values from the calculation:
multiplicity	2
E_tot	-2241.095835	Ha
frontier orbital gap (alpha / beta)	6.83 / 6.40	eV
energy relative to the best compared isomer or geometry (same formula, charge and spin)	14.57	kcal/mol
charge	+2


# 3
This record from the Open Molecules 2025 dataset describes C32H39MnN9O5S2 as an isolated structure. The level of theory is ωB97M-V/def2-TZVPD.

Geometry as XYZ:
```
88
Properties=species:S:1:pos:R:3:forces:R:3:mulliken_spin:R:1
Mn 0.97868 1.40674 -0.17415 0.42 -0.26 0.10 4.68
N 2.60847 2.97531 -0.69324 -0.11 0.03 -0.01 0.06
C 2.88944 3.89110 0.40647 0.04 0.04 0.02 0.01
C 1.57987 4.47753 0.90901 0.04 -0.06 0.06 0.00
N 0.67342 3.37868 1.24434 -0.04 0.07 -0.16 0.04
H 3.41423 2.42877 -0.97497 -0.02 -0.05 0.02 0.00
H 2.27451 3.46318 -1.51646 0.07 -0.04 -0.07 -0.01
H 3.57276 4.70066 0.12818 0.00 -0.01 0.04 0.00
H 3.35489 3.31517 1.20931 0.01 -0.01 -0.02 0.00
H 1.11699 5.07638 0.12018 -0.01 -0.01 0.00 0.00
H 1.78142 5.13845 1.75851 -0.01 0.05 -0.05 0.00
H -0.27394 3.70147 1.39369 0.00 -0.01 0.01 0.00
H 0.96734 2.90194 2.08960 -0.01 -0.05 -0.02 0.00
C 3.55429 -8.04389 1.97689 0.01 0.00 0.00 0.00
O 3.56912 -7.84908 3.37715 -0.02 0.01 0.00 0.00
C 2.84114 -6.80991 3.87093 -0.02 0.00 -0.07 0.00
C 2.85796 -6.65075 5.25232 -0.04 0.06 0.06 0.00
C 2.14243 -5.62219 5.83337 0.19 -0.04 0.05 0.00
C 1.43513 -4.70739 5.05893 0.59 0.74 0.28 0.00
C 1.40645 -4.88764 3.68109 -0.25 0.10 0.03 0.00
C 2.09313 -5.93367 3.08706 0.02 -0.14 0.00 0.00
N 0.69517 -3.72561 5.81805 -0.87 -1.50 -0.56 0.01
N 0.24165 -2.66392 5.37488 0.91 1.46 0.49 0.00
C 0.82479 -1.86069 4.35317 -0.51 -0.61 -0.34 0.01
C 2.14062 -1.87623 3.93246 0.10 -0.08 0.16 0.00
C 2.62396 -1.01994 2.95149 0.01 0.09 -0.01 0.01
C 1.79587 -0.09386 2.30618 -0.21 0.01 -0.06 -0.02
O 2.19567 0.67649 1.36311 0.03 0.10 -0.04 0.05
C 0.41731 -0.03288 2.76508 0.03 0.05 -0.02 0.01
N -0.39161 0.87320 2.15426 0.07 -0.16 -0.01 0.03
C -1.64072 0.95724 2.53193 -0.11 0.00 0.10 0.02
C -2.20049 0.15247 3.54715 0.04 0.07 -0.07 0.00
C -1.40345 -0.76291 4.17231 0.13 0.01 -0.07 0.00
C -0.04240 -0.88720 3.78944 -0.36 -0.09 -0.06 0.00
H 4.19719 -8.89800 1.78280 -0.01 0.00 0.00 0.00
H 3.94609 -7.17038 1.44917 0.00 -0.01 0.00 0.00
H 2.54457 -8.26173 1.61785 0.01 0.00 -0.01 0.00
H 3.43232 -7.34498 5.85072 -0.01 -0.01 0.01 0.00
H 2.13386 -5.49589 6.90837 -0.01 -0.01 0.00 0.00
H 0.82965 -4.22173 3.05534 0.03 0.09 -0.02 0.00
H 2.03782 -6.05374 2.01496 0.01 0.01 0.00 0.00
H 2.82877 -2.56909 4.39615 0.04 -0.10 -0.02 0.00
H 3.65846 -1.06915 2.63857 0.02 0.00 0.04 0.00
H -2.25593 1.70265 2.02871 0.00 -0.03 -0.01 0.00
H -3.24184 0.26983 3.81698 0.00 0.02 0.02 0.00
H -1.77777 -1.39762 4.96302 -0.02 -0.02 -0.01 0.00
C -4.18223 1.12473 -4.22070 0.00 -0.12 0.08 0.00
N -2.78054 1.49801 -4.07706 0.01 0.19 -0.13 0.00
N -2.42069 2.07972 -2.86188 -0.01 -0.11 0.10 0.00
C -1.17185 1.62364 -2.48914 0.28 -0.17 0.02 -0.01
O -0.54989 2.07835 -1.51871 -0.25 0.25 0.16 0.06
C -0.79496 0.63879 -3.46349 -0.19 0.01 0.02 0.00
C -1.79356 0.58080 -4.37420 0.07 0.07 -0.05 0.00
C -1.91617 -0.28814 -5.57589 0.00 -0.04 0.03 0.00
C -3.00120 3.30338 -2.44846 0.01 -0.03 -0.07 0.00
C -2.97601 3.64251 -1.09971 -0.06 -0.01 -0.01 0.00
C -3.53542 4.84245 -0.69371 -0.02 0.03 0.01 0.00
C -4.13777 5.69173 -1.61254 0.03 -0.02 0.02 0.00
C -4.15553 5.34407 -2.95397 -0.01 0.02 -0.02 0.00
C -3.57961 4.15690 -3.38076 0.07 0.05 0.04 0.00
H -4.81037 1.94695 -3.89105 0.00 0.01 -0.02 0.00
H -4.42010 0.23325 -3.63247 -0.02 0.02 0.02 0.00
H -4.38250 0.93355 -5.27207 0.00 -0.01 0.00 0.00
H 0.13225 0.09160 -3.45210 0.04 -0.01 -0.01 -0.01
H -0.94601 -0.72707 -5.79799 0.00 -0.01 0.00 0.00
H -2.24729 0.28560 -6.44141 0.00 0.00 0.00 0.00
H -2.63043 -1.09780 -5.41119 -0.02 0.01 0.00 0.00
H -2.51649 2.97248 -0.38906 0.01 -0.02 -0.01 0.00
H -3.50490 5.11367 0.35367 -0.03 -0.01 0.01 0.00
H -4.58746 6.61853 -1.28367 0.01 0.02 0.00 0.00
H -4.60509 6.00660 -3.68185 -0.01 0.00 0.00 0.00
H -3.55415 3.90620 -4.43225 -0.01 -0.02 0.00 0.00
N -0.81964 -2.42307 -1.46332 0.00 -0.02 0.04 0.00
C -1.05211 -1.32479 -0.69734 0.14 -0.10 -0.12 0.00
N -2.36006 -1.04701 -0.38614 0.01 0.04 -0.06 0.00
O -0.12859 -0.62002 -0.31951 -0.08 0.18 0.16 0.03
H -1.56252 -2.90392 -1.93598 0.00 0.02 -0.03 0.00
H 0.11675 -2.49743 -1.83062 0.00 0.00 -0.01 0.00
H -3.03193 -1.79535 -0.40459 0.00 -0.01 0.03 0.00
H -2.45824 -0.38830 0.37052 -0.01 -0.03 0.05 0.00
C 1.97822 2.83274 -4.55892 0.05 0.01 0.00 0.00
O 2.06210 2.03437 -3.38247 -0.09 0.02 0.02 0.01
C 2.53030 0.75620 -3.47005 0.03 0.02 -0.06 0.01
S 3.08746 0.15363 -4.91532 -0.07 -0.04 0.02 0.00
S 2.42597 -0.08256 -1.99067 -0.04 0.09 -0.02 0.02
H 1.38401 3.70038 -4.27138 0.02 0.01 -0.01 0.00
H 1.49927 2.28610 -5.37017 -0.03 0.00 0.02 0.00
H 2.96966 3.14135 -4.89274 -0.01 -0.02 -0.01 0.00
```
Forces are in eV/Å.

Values from the calculation:
multiplicity	6
E_tot	-4059.249563	Ha
frontier orbital gap (alpha / beta)	6.47 / 6.52	eV
energy relative to the best compared isomer or geometry (same formula, charge and spin)	12.64	kcal/mol


# 4
This record from the Open Molecules 2025 dataset describes a 3-piece molecular cluster, C27H52N3O8PSi overall. The level of theory is ωB97M-V/def2-TZVPD.

Geometry as XYZ:
```
92
Properties=species:S:1:pos:R:3:forces:R:3:mulliken_charge:R:1
C -1.85804 -1.21380 4.27188 -0.23 -0.03 -0.94 -0.77
C -1.56205 0.20795 3.53093 -1.53 -1.93 -0.22 -0.14
O -0.27772 0.73949 3.94439 0.58 -0.22 -3.10 -0.45
P 0.85325 0.71822 2.64327 1.48 1.41 1.45 0.71
O 2.16505 1.37370 3.08532 -3.16 -1.52 -1.14 -0.79
C 1.09481 -1.12934 2.19618 0.43 1.31 0.13 0.96
C 2.13231 -1.71759 3.27043 -0.42 0.21 1.45 -0.76
C 2.00784 -3.29960 3.54320 1.05 0.38 0.50 -0.66
Si 1.49932 -4.35223 2.02880 -0.24 -0.69 1.50 0.25
C -0.41674 -4.48806 2.05307 -1.73 -0.16 -0.53 -0.18
C -1.04013 -5.42351 0.92088 0.69 -2.17 0.06 0.25
O -0.87182 -6.67979 0.96350 -1.09 4.80 -0.38 -0.61
C -1.83474 -4.68992 -0.25807 -2.02 0.55 -2.35 0.52
C -1.50737 -3.24477 -0.76111 -2.49 -2.22 -1.11 0.05
C -2.30633 -2.62942 -1.94299 -0.29 -3.35 1.43 -0.58
C -3.43845 -3.45078 -2.62703 1.82 -1.03 2.59 -0.37
C -3.80403 -4.86946 -2.11272 2.85 1.91 1.60 -0.41
C -3.00024 -5.49255 -0.92720 0.50 3.19 -1.59 -0.54
N 2.18563 -3.65703 0.51450 1.85 -1.84 -0.60 0.60
C 3.67067 -3.86588 0.61307 1.89 -0.87 0.94 0.60
C 4.62613 -3.29946 -0.55216 -0.04 -0.71 0.45 -1.03
O 4.20161 -4.50265 1.55193 -2.11 2.40 -2.67 -0.53
C 1.79992 -4.42602 -0.69981 -1.01 -1.80 -2.64 0.29
C 1.59454 -3.54998 -2.05024 0.70 0.15 0.69 -1.03
O 1.66590 -5.66610 -0.76978 0.51 4.26 1.03 -0.49
O 0.10164 1.52906 1.34910 1.45 -1.12 2.05 -0.06
C 1.02458 2.38581 0.61828 -0.06 1.12 -2.21 -0.29
C 0.10987 3.18967 -0.46376 -0.56 -1.24 0.96 -0.49
H -0.89420 -1.84355 4.34989 -1.44 1.17 0.17 0.08
H -2.39811 -1.09179 5.26754 1.06 -0.15 -1.22 0.36
H -2.55923 -1.83002 3.58652 0.97 1.04 1.08 0.24
H -1.62029 -0.03809 2.40076 0.36 0.67 1.65 0.13
H -2.44589 0.91597 3.72784 1.67 -0.73 -0.08 0.32
H 1.57688 -1.12587 1.15980 -1.05 -0.19 1.26 0.18
H 0.05026 -1.58335 2.23228 1.58 0.25 -0.24 -0.78
H 3.23245 -1.44113 3.05543 -1.99 -0.33 -0.06 0.31
H 1.89115 -1.19411 4.27477 0.53 -0.77 -1.57 0.39
H 1.34362 -3.53835 4.46105 0.81 0.46 -1.62 0.42
H 3.06384 -3.65906 3.85107 -1.68 0.47 -0.49 0.35
H 2.00269 -5.73141 2.22187 -0.25 0.18 -0.10 -0.28
H -0.97228 -3.49097 2.01216 0.84 -1.21 0.09 -0.01
H -0.68988 -4.96221 3.07216 0.60 0.58 -1.60 0.34
H -0.65245 -2.68969 -0.22212 -1.58 -0.79 -1.12 0.14
H -2.00041 -1.57973 -2.28921 -0.71 -1.84 0.46 0.34
H -3.98402 -2.96763 -3.51815 0.89 -0.99 1.65 0.30
H -4.64889 -5.46683 -2.60956 1.51 1.08 0.89 0.31
H -3.30563 -6.54449 -0.57974 0.81 1.90 -0.45 0.33
H 4.19708 -2.40240 -1.10609 0.60 -1.20 0.86 0.12
H 4.81807 -4.16445 -1.28792 -0.45 1.29 1.02 0.30
H 5.64902 -3.08901 -0.06255 -1.80 -0.14 -0.75 0.37
H 2.63567 -3.50458 -2.54118 -1.60 -0.17 0.58 0.35
H 1.31771 -2.46284 -1.79959 0.26 -1.72 -0.35 0.15
H 0.84477 -4.03748 -2.76881 1.18 0.66 1.31 0.29
H 1.58404 3.12143 1.28529 -0.75 -1.32 -0.73 0.36
H 1.73609 1.72208 -0.00659 -0.79 1.09 1.29 0.16
H -0.15226 2.43722 -1.29601 0.53 1.42 1.04 0.14
H -0.89265 3.42823 0.06270 1.68 -0.03 -0.87 -0.07
H 0.61529 4.13198 -0.85468 -0.66 -1.41 0.48 0.33
C 2.09462 3.01054 -4.70334 -0.14 0.26 0.23 -0.79
O 2.29848 2.41839 -3.43085 0.13 -0.41 -0.19 -0.25
C 3.23852 1.34864 -3.42112 0.05 -0.01 0.25 -0.54
C 4.71476 1.79675 -3.37715 -0.23 0.34 -0.12 0.34
C 5.23700 2.31313 -4.71461 0.22 -0.07 -0.18 -1.43
N 4.93556 2.82238 -2.34978 -0.29 -0.17 0.08 -0.73
H 2.16272 2.27945 -5.51416 0.09 0.00 0.03 0.34
H 2.80953 3.82000 -4.85936 0.04 -0.04 -0.23 0.27
H 1.09489 3.45070 -4.71679 0.04 -0.11 0.09 0.24
H 3.03085 0.78487 -2.50494 -0.04 0.12 0.02 0.15
H 3.05099 0.66139 -4.25597 0.03 0.10 -0.12 0.43
H 5.31376 0.91654 -3.11596 -0.13 0.01 0.07 0.39
H 4.89545 3.32572 -4.93953 -0.05 -0.09 0.10 0.29
H 6.32979 2.34463 -4.70765 -0.12 0.01 0.07 0.36
H 4.93017 1.65858 -5.53500 0.00 0.04 0.02 0.33
H 4.68264 2.43675 -1.44179 0.17 0.03 -0.02 0.26
H 4.24228 3.55646 -2.50089 0.20 -0.05 -0.03 0.33
C -3.79311 3.51954 1.55395 0.33 0.13 0.14 -0.33
O -3.43708 4.54580 0.64213 -0.35 -0.17 -0.24 -0.33
C -4.50478 4.99591 -0.18628 0.10 0.25 -0.12 -0.76
C -5.45054 6.01211 0.48811 0.22 -0.21 0.30 0.35
C -6.41919 5.37924 1.48288 -0.29 0.00 0.04 -1.37
N -4.70088 7.07870 1.16381 0.20 -0.11 -0.20 -0.74
H -4.54235 2.83966 1.13770 -0.06 0.07 0.00 0.33
H -4.15131 3.95528 2.48818 -0.17 -0.16 0.05 0.24
H -2.89334 2.94391 1.78573 0.01 0.07 -0.12 -0.10
H -4.02595 5.49452 -1.03559 0.07 -0.01 0.12 0.33
H -5.05856 4.14390 -0.60047 -0.05 -0.06 0.14 0.41
H -6.05528 6.46820 -0.30414 0.14 -0.03 -0.03 0.42
H -5.94510 5.12961 2.43451 0.06 0.03 -0.13 0.28
H -7.23441 6.07140 1.71022 0.13 -0.02 -0.03 0.34
H -6.86345 4.46820 1.07273 0.03 0.02 0.03 0.34
H -4.13241 7.56673 0.47437 -0.13 0.07 0.06 0.27
H -4.01217 6.62851 1.76823 -0.18 0.09 -0.01 0.33
```
Forces are in eV/Å.

Values from the calculation:
E_tot	-2456.833076	Ha
SMILES	CCOP(=O)(CCC[Si@@H](CC(=O)c1ccccc1)N(C(C)=O)C(C)=O)OCC.COC[C@@H](C)N.COC[C@@H](C)N
frontier orbital gap	8.91	eV